(1)
The following is a quantum chemistry calculation of an isolated ion of composition C14H18Br2F4N3O2 and charge +1 in a non-equilibrium geometry, from the OMol25 dataset.

Structure (XYZ):
```
43
Properties=species:S:1:pos:R:3
C 0.473 3.487 4.118
C -0.092 2.200 3.890
N -0.592 0.817 3.418
C -1.162 0.678 2.173
N -1.683 -0.648 1.639
C -0.846 -1.111 0.429
C 0.357 -2.061 1.099
C 1.664 -2.133 0.118
C 3.025 -1.432 0.695
F 3.896 -2.491 1.293
Br 2.749 0.149 1.882
C 3.856 -0.865 -0.641
F 5.152 -0.276 -0.204
F 3.069 0.288 -1.218
Br 4.143 -2.294 -2.015
C -1.777 -2.114 -0.473
C -1.844 -1.461 -2.130
C -0.391 -1.709 -3.045
O -1.797 -2.522 -3.275
O -0.321 0.065 -0.278
C -1.207 1.234 -0.168
C -0.548 2.387 -1.186
C -1.619 3.564 -1.605
F -0.925 4.510 -2.557
N -1.258 1.874 1.204
H 0.778 4.624 3.926
H -0.470 -0.051 4.015
H -2.697 -0.609 1.395
H -0.110 -3.160 1.114
H 0.578 -1.799 2.218
H 1.463 -1.712 -0.961
H 1.924 -3.287 -0.037
H -1.296 -3.158 -0.713
H -2.891 -2.187 -0.113
H -2.463 -0.386 -2.304
H 0.195 -2.665 -2.700
H -0.263 -1.137 -4.064
H -2.283 0.895 -0.538
H -0.283 1.794 -2.187
H 0.419 2.859 -0.725
H -2.573 3.165 -2.179
H -1.930 4.203 -0.675
H -0.421 2.477 1.365
```

Output
**Highest occupied orbital energy**: -12.9711 eV
**Total charge**: +1
**Molar mass**: 496.12 g mol⁻¹
**SMILES**: C#CNC1=[NH+][C@@](CC[C@](F)(Br)C(F)(F)Br)(C[C@H]2CO2)O[C@H](CCF)N1

These are the Mulliken partial charges, in e, on atoms 1 to 8:
1. C -0.351
2. C -0.043
3. N 0.037
4. C 0.070
5. N -0.418
6. C 0.873
7. C -0.963
8. C -0.387


(2)
The following is a quantum chemistry calculation of C14H18ClNO3 in the gas phase in a non-equilibrium geometry, from the OMol25 dataset.

Structure (XYZ):
```
37
Properties=species:S:1:pos:R:3
C -1.065 -1.199 2.511
C -1.327 0.167 1.855
C -2.396 0.936 2.358
C -2.571 2.261 2.027
C -1.725 2.860 1.142
C -0.669 2.104 0.529
C 0.315 2.823 -0.420
C -0.477 0.744 0.911
N 0.592 -0.045 0.387
C 1.763 -0.136 1.164
O 1.835 0.433 2.231
C 3.033 -0.924 0.780
Cl 2.779 -2.721 0.900
C 0.371 -1.013 -0.734
C -0.986 -0.896 -1.455
O -1.047 -1.755 -2.634
C 0.017 -1.483 -3.544
C 1.370 -1.702 -2.795
O 1.427 -0.799 -1.663
H -0.987 -1.964 1.746
H -1.909 -1.555 3.124
H -0.150 -1.140 3.113
H -3.002 0.482 3.146
H -3.328 2.848 2.496
H -1.864 3.887 0.858
H 0.221 2.371 -1.406
H 0.132 3.903 -0.482
H 1.363 2.725 -0.124
H 3.814 -0.689 1.485
H 3.350 -0.663 -0.218
H 0.454 -2.040 -0.381
H -1.855 -1.143 -0.836
H -1.119 0.149 -1.783
H -0.056 -2.110 -4.448
H 0.002 -0.440 -3.936
H 2.209 -1.514 -3.459
H 1.484 -2.759 -2.446
```

Output
**Highest occupied orbital energy**: -8.9433 eV
**Total charge**: 0
**Molar mass**: 283.75 g mol⁻¹
**Relative energy (zero: lowest compared OMol25 entry of this formula, charge and spin)**: 19.61 kcal per mole
**SMILES**: Cc1cccc(C)c1N(C(=O)CCl)[C@H]1COCCO1

These are the Mulliken partial charges, in e, on atoms 1 to 8:
1. C -1.155
2. C 1.295
3. C -1.047
4. C -0.736
5. C -1.056
6. C 0.607
7. C -1.155
8. C -0.509


(3)
The following is a quantum chemistry calculation of C14H18F6IrN4O7S2 as an isolated structure in a non-equilibrium geometry, from the OMol25 dataset.

Structure (XYZ):
```
52
Properties=species:S:1:pos:R:3
Ir 0.218 0.199 0.010
O 1.111 1.384 1.799
C 0.406 2.394 2.542
C -0.434 3.342 1.697
C -1.371 2.629 0.707
C -2.025 1.455 1.361
C -3.210 1.560 2.066
C -3.739 0.449 2.696
C -3.055 -0.756 2.628
C -1.877 -0.811 1.920
N -1.380 0.266 1.287
H 1.924 1.767 1.409
H 1.123 2.974 3.122
H -0.215 1.835 3.241
H 0.200 4.009 1.109
H -0.997 3.954 2.404
H -0.806 2.277 -0.159
H -2.107 3.333 0.325
H -3.716 2.515 2.108
H -4.673 0.518 3.237
H -3.428 -1.645 3.114
H -1.303 -1.720 1.851
F 6.094 0.671 -0.416
C 5.173 -0.236 -0.168
F 5.242 -0.630 1.096
F 5.320 -1.277 -0.969
S 3.496 0.485 -0.422
O 2.566 -0.595 -0.011
O 3.389 1.678 0.382
N 3.503 0.708 -1.969
S 2.183 1.254 -2.648
O 2.376 2.271 -3.613
O 1.139 1.501 -1.623
C 1.608 -0.235 -3.586
F 2.627 -0.811 -4.192
F 0.675 0.102 -4.455
F 1.083 -1.117 -2.714
C -0.597 -3.912 -0.812
C -0.669 -2.436 -0.647
N 0.134 -1.774 0.116
O 1.067 -2.519 0.796
C -1.633 -1.621 -1.303
C -2.763 -2.128 -2.136
N -1.446 -0.346 -1.068
O -2.148 0.586 -1.465
H 0.423 -4.256 -0.658
H -0.949 -4.201 -1.799
H -1.221 -4.405 -0.062
H 1.829 -1.923 0.919
H -3.341 -2.878 -1.594
H -2.387 -2.581 -3.054
H -3.418 -1.303 -2.402
```

Output
**Highest occupied orbital energy**: -11.8544 eV
**Total charge**: +1
**Molar mass**: 724.66 g mol⁻¹
**Relative energy (zero: lowest compared OMol25 entry of this formula, charge and spin)**: 30.00 kcal per mole

These are the Mulliken partial charges, in e, on atoms 1 to 8:
1. Ir 1.629
2. O -0.560
3. C -0.689
4. C -0.733
5. C -0.686
6. C 0.732
7. C -0.815
8. C -0.438


(4)
The following is a quantum chemistry calculation of C14H18IN3V as an isolated structure in a non-equilibrium geometry, from the OMol25 dataset.

Structure (XYZ):
```
37
Properties=species:S:1:pos:R:3
C 2.750 2.631 -2.939
C 3.942 1.872 -2.358
H 2.472 2.218 -3.910
H 3.052 3.664 -3.106
H 1.859 2.631 -2.307
H 3.716 0.876 -1.981
H 4.691 1.768 -3.139
H 4.413 2.438 -1.552
V 0.200 0.404 -0.361
C 1.706 1.249 0.660
H 2.650 0.677 0.623
H 1.323 1.182 1.708
H 1.933 2.290 0.396
I -0.520 1.342 -2.558
C -4.953 1.092 1.982
C -4.394 -0.034 2.596
C -3.088 -0.390 2.285
C -2.344 0.358 1.375
C -2.879 1.504 0.767
C -4.192 1.878 1.087
N -1.197 -0.269 0.853
N -1.055 -1.480 1.399
C -0.129 -2.209 0.739
C 0.176 -3.542 1.084
C 1.081 -4.234 0.306
C 1.767 -3.531 -0.695
C 1.529 -2.178 -0.913
N 0.522 -1.534 -0.270
H -5.980 1.354 2.174
H -4.957 -0.646 3.304
H -2.674 -1.341 2.644
H -2.292 2.012 -0.029
H -4.632 2.769 0.616
H -0.346 -3.922 1.954
H 1.256 -5.299 0.474
H 2.508 -4.050 -1.286
H 2.084 -1.548 -1.624
```

Output
**Highest occupied orbital energy (alpha / beta)**: -7.4510 / -8.5130 eV
**Total charge**: 0
**⟨S²⟩**: 3.78
**Molar mass**: 406.17 g mol⁻¹
**Relative energy (zero: lowest compared OMol25 entry of this formula, charge and spin)**: 0.00 kcal per mole
**Spin multiplicity**: 4

These are the Mulliken partial charges, in e, on atoms 1 to 8:
1. C -0.578
2. C -0.763
3. H 0.292
4. H 0.323
5. H -0.057
6. H 0.101
7. H 0.353
8. H 0.269


(5)
The following is a quantum chemistry calculation of C14H18N2O2Sr as an isolated structure in a non-equilibrium geometry, from the OMol25 dataset.

Structure (XYZ):
```
37
Properties=species:S:1:pos:R:3
C -0.945 0.993 4.141
C -0.965 -0.821 4.207
H 0.184 1.066 4.011
H -1.421 0.801 5.145
H -1.472 1.671 3.430
H -0.591 -1.503 3.375
H -0.272 -0.598 5.027
H -2.050 -0.852 4.451
C 0.326 2.682 -1.096
C 0.507 3.495 -2.194
C 0.703 2.891 -3.411
C 0.708 1.507 -3.543
H 0.353 3.074 -0.105
H 0.515 4.547 -2.059
H 0.902 3.504 -4.278
H 1.091 0.959 -4.417
N 0.160 1.381 -1.238
C 0.294 0.756 -2.425
C 0.204 -0.762 -2.426
N -0.006 -1.410 -1.247
C -0.051 -2.757 -1.155
C 0.097 -2.956 -3.523
C -0.154 -3.567 -2.297
H -0.094 -3.193 -0.161
H -0.326 -4.641 -2.169
C 0.297 -1.550 -3.618
H 0.679 -1.088 -4.554
H 0.076 -3.592 -4.426
Sr 0.073 -0.046 1.054
C -2.823 -0.042 0.920
H -3.248 -1.051 0.772
H -2.817 0.511 -0.032
H -3.386 0.498 1.697
O 4.621 0.021 2.874
C 3.382 0.024 3.046
O 2.431 -0.017 2.151
H 3.023 0.066 4.074
```

Output
**Highest occupied orbital energy**: -6.2856 eV
**Total charge**: 0
**Molar mass**: 333.93 g mol⁻¹

These are the Mulliken partial charges, in e, on atoms 1 to 8:
1. C -0.936
2. C -0.713
3. H 0.308
4. H 0.343
5. H 0.229
6. H 0.326
7. H 0.302
8. H 0.201


(6)
The following is a quantum chemistry calculation of C14H18N2O3 in the gas phase in a non-equilibrium geometry, from the OMol25 dataset.

Structure (XYZ):
```
37
Properties=species:S:1:pos:R:3
O 1.303 2.733 1.387
C 1.046 2.105 0.331
O 1.090 2.700 -0.955
C 0.388 0.591 0.212
C 1.190 -0.209 -0.862
C 2.518 -0.665 -0.311
C 2.789 -1.841 0.482
C 4.094 -2.051 0.750
C 5.110 -1.184 0.491
C 4.917 0.026 -0.151
C 3.664 0.083 -0.778
N -1.127 0.895 -0.038
C -1.762 -0.290 -0.194
O -1.175 -1.469 -0.509
C -3.297 -0.088 -0.567
C -4.079 0.874 0.395
C -5.241 -0.011 0.679
C -4.854 -1.454 0.395
N -4.016 -1.253 -0.698
H 0.490 2.362 -1.579
H 0.841 0.317 1.220
H 1.167 0.448 -1.657
H 0.734 -1.231 -1.109
H 2.019 -2.598 0.675
H 4.160 -3.048 1.074
H 6.104 -1.453 0.776
H 5.767 0.568 -0.531
H 3.287 1.150 -1.054
H -1.771 1.612 0.550
H -2.914 0.219 -1.645
H -4.263 1.789 -0.028
H -3.591 1.091 1.296
H -5.411 -0.129 1.883
H -6.177 0.071 0.011
H -4.163 -1.571 1.311
H -5.586 -2.190 0.270
H -3.347 -1.933 -0.932
```

Output
**Highest occupied orbital energy**: -8.6868 eV
**Total charge**: 0
**Molar mass**: 262.31 g mol⁻¹
**Relative energy (zero: lowest compared OMol25 entry of this formula, charge and spin)**: 159.59 kcal per mole
**SMILES**: O=C(O)[C@H](Cc1ccccc1)NC(=O)[C@@H]1CCCN1

These are the Mulliken partial charges, in e, on atoms 1 to 8:
1. O -0.579
2. C 0.490
3. O -0.512
4. C -0.246
5. C -0.828
6. C 0.343
7. C -0.310
8. C -0.415